Entry 1:
193
Properties=species:S:1:pos:R:3:forces:R:3 method="wB97M-V/def2-TZVPD" orbital_gap_ev=1.44 spin_multiplicity=1 charge=+2 homo_energy_ev=-12.54 largest_force_ev_per_a=2.6
Tl -6.437908 0.277208 2.696180 1.0 -0.1 -0.3
As -1.735261 0.235099 1.795019 -2.5 0.2 0.6
F -1.565784 -1.078431 2.926410 0.3 0.0 -0.6
F -1.868771 -0.852347 0.404079 0.7 0.6 0.6
F -2.004967 1.667318 0.806549 0.7 -0.4 0.1
F -1.638368 1.281955 3.215679 -0.3 -0.3 -0.6
F -0.005502 0.379999 1.606492 -0.6 -0.1 -0.3
F -3.500664 0.121314 1.925875 1.6 0.0 0.0
C 0.555360 -2.753056 1.463684 -0.1 -0.5 -0.6
C 1.242888 -3.137593 0.126539 -0.2 0.6 2.4
C 0.893661 -2.136071 -0.940605 -0.9 -0.7 -0.4
O 1.154247 -2.774680 -2.197898 0.8 1.2 0.4
C 1.129085 -1.841802 -3.259907 -0.1 -0.5 -0.8
N 2.701541 -3.081596 0.337896 -0.5 -0.2 -1.1
H 0.676009 -3.507610 2.244276 0.2 -0.2 -0.2
H -0.510687 -2.683633 1.257219 0.0 0.2 0.3
H 0.944197 -1.823781 1.870914 -0.2 0.2 -0.2
H 0.903299 -4.149019 -0.114684 0.0 0.1 -0.4
H 1.411415 -1.195835 -0.722239 0.4 -0.1 -0.5
H -0.165089 -1.862045 -0.940876 -0.1 -0.1 0.3
H 1.251426 -2.415070 -4.180363 -0.2 0.0 0.0
H 1.938615 -1.105903 -3.287584 0.0 0.0 0.6
H 0.164106 -1.329618 -3.298464 0.0 0.2 0.0
H 3.027218 -3.887734 0.856678 0.1 -0.1 -0.1
H 3.038298 -3.134175 -0.623997 0.7 -0.2 0.3
C -1.795279 2.984381 -10.614819 0.0 -0.3 1.0
O -1.060495 3.705845 -9.622076 -0.4 -0.4 -0.7
C -1.702230 3.691322 -8.345529 1.5 1.3 -0.4
C -1.436534 2.393388 -7.618099 0.2 -0.4 -0.7
N -1.674797 2.431533 -6.172910 0.5 0.1 -0.6
C -1.412343 1.146262 -5.553961 -0.8 -0.5 -0.6
C -1.464424 1.161617 -4.057949 0.8 -0.4 0.7
O -0.328553 1.834172 -3.531778 0.3 -0.5 0.0
C -0.345947 1.825126 -2.112006 -0.7 1.1 -0.5
H -1.768195 1.928197 -10.329229 -0.4 -0.1 -0.3
H -1.352978 3.050430 -11.604727 0.2 0.4 0.1
H -2.816840 3.371562 -10.607405 -0.1 -0.2 -0.3
H -2.724806 4.068902 -8.411280 -0.2 -0.4 0.1
H -1.074549 4.470680 -7.897994 -0.5 0.1 0.7
H -0.384063 2.202285 -7.875268 0.2 -0.1 0.4
H -1.929009 1.569761 -8.142006 -0.6 -0.1 0.6
H -1.009193 3.116377 -5.824361 -0.2 0.0 0.3
H -0.504183 0.666610 -5.943596 0.4 0.2 0.3
H -2.198073 0.457209 -5.885541 -0.2 0.1 0.0
H -1.406065 0.140484 -3.659440 -0.2 -0.2 -0.3
H -2.402611 1.560971 -3.651984 0.0 0.4 -0.3
H -0.663301 0.889335 -1.643963 0.0 -0.2 -0.2
H -1.070304 2.617204 -1.889166 -0.1 -0.3 0.7
H 0.612104 2.142096 -1.704794 0.2 -0.2 -0.3
C 2.871239 1.643013 1.987113 0.0 1.0 0.6
O 3.944653 0.910382 1.456602 -0.5 0.3 -0.5
C 3.497222 0.085536 0.400662 0.8 -1.2 0.3
C 4.740207 -0.525271 -0.248321 -1.6 0.9 -0.2
N 5.398590 0.460330 -1.077033 1.6 -1.4 0.3
C 6.733332 0.030522 -1.535852 -0.5 0.6 0.0
C 6.738198 -0.994767 -2.665015 -1.2 0.3 -1.0
O 7.745336 -0.659937 -3.582310 0.8 -1.2 0.5
C 7.823780 -1.621601 -4.643002 -0.3 0.4 -0.1
H 2.458655 2.377005 1.279721 0.0 -0.3 -0.4
H 3.223583 2.274178 2.802433 0.2 -0.3 0.1
H 2.043370 1.020186 2.333530 0.1 -0.2 -0.1
H 2.869942 0.578242 -0.347863 0.0 0.4 0.1
H 2.910470 -0.739724 0.826013 -0.1 0.0 0.0
H 4.467786 -1.380257 -0.873130 -0.1 0.1 -0.1
H 5.301320 -0.981697 0.578483 0.7 0.3 0.0
H 5.541113 1.392599 -0.707876 -0.8 -0.1 0.5
H 7.306295 -0.384328 -0.697830 0.1 0.2 0.1
H 7.160710 0.990144 -1.824297 0.7 -0.5 -0.5
H 5.785655 -0.969661 -3.220130 -0.3 0.4 0.2
H 6.737653 -2.033060 -2.312410 0.8 0.0 0.2
H 6.997885 -1.372408 -5.311234 0.2 -0.2 -0.5
H 7.731207 -2.674237 -4.361576 -0.2 0.1 0.6
H 8.798790 -1.559442 -5.118010 -0.1 0.5 -0.1
C 9.609262 -2.132062 4.278694 1.1 -0.5 0.2
O 8.709167 -2.963229 4.995187 -0.2 1.0 0.1
C 7.447795 -2.359676 5.179032 -0.2 -1.4 -1.3
C 6.447957 -3.485012 4.745160 -0.6 -0.3 1.5
N 5.056860 -3.114941 4.975290 0.1 0.3 -2.0
C 4.562157 -2.256677 3.908552 0.0 1.5 0.7
C 3.068560 -1.959331 3.903731 0.8 -1.2 0.1
O 2.667878 -1.273952 5.055157 -0.1 0.4 -0.4
C 1.363439 -0.780393 4.880557 -1.4 0.5 0.8
H 9.837289 -1.179489 4.762621 -0.5 0.1 0.1
H 9.316247 -1.970710 3.238643 -0.2 0.0 0.0
H 10.558286 -2.669153 4.289818 -0.1 -0.1 -0.2
H 7.297758 -1.564021 4.448115 0.2 0.6 0.5
H 7.250040 -2.118073 6.221299 0.1 0.3 -0.1
H 6.718870 -4.344761 5.357336 -0.2 -0.1 0.0
H 6.591625 -3.756750 3.697017 0.2 0.2 -0.1
H 4.391582 -3.839540 5.218257 0.2 -0.1 0.4
H 4.819859 -2.635125 2.908546 0.0 -0.4 -0.2
H 5.106832 -1.307160 3.956644 0.1 0.0 0.1
H 2.632428 -2.968661 3.821043 -0.7 0.2 0.2
H 2.801363 -1.407299 2.999789 0.1 0.0 0.0
H 0.622591 -1.585768 4.822102 0.1 -0.2 -0.3
H 1.177153 -0.082987 4.054144 0.6 -0.4 -0.5
H 1.030671 -0.163490 5.718136 0.6 -0.2 0.4
C -3.720231 -4.086214 -6.693304 -0.3 -0.6 -0.3
O -2.911187 -4.106841 -5.542987 0.2 0.0 -0.2
C -3.093071 -2.982503 -4.715439 1.5 -0.9 0.7
C -2.163632 -3.229881 -3.487961 -1.1 0.3 -0.4
N -2.873291 -3.965077 -2.436804 0.4 0.1 0.3
C -1.975399 -4.404913 -1.352228 -0.3 -1.2 0.0
C -2.756283 -5.244118 -0.322351 -0.1 -0.7 -0.8
O -1.954557 -5.661505 0.758113 0.2 0.7 0.4
C -0.803706 -6.411003 0.478051 1.0 0.0 -0.3
H -3.600502 -5.046819 -7.194313 0.1 0.0 0.1
H -3.449967 -3.312709 -7.417881 0.0 0.2 0.2
H -4.778104 -4.010065 -6.417858 0.0 0.2 -0.1
H -4.156879 -2.952532 -4.461367 0.1 0.7 0.2
H -2.680481 -2.078549 -5.176098 -0.6 0.2 -0.4
H -1.861153 -2.252981 -3.103721 0.0 -0.1 0.2
H -1.271630 -3.760252 -3.831136 0.1 0.0 -0.1
H -3.206640 -4.828773 -2.856237 -0.2 0.1 -0.1
H -1.446766 -3.654188 -0.762513 -0.3 0.7 -0.5
H -1.213804 -5.016971 -1.846229 0.3 -0.1 0.4
H -3.203955 -6.131384 -0.792556 0.2 -0.1 -0.3
H -3.635860 -4.727148 0.064677 0.4 0.4 0.3
H -0.056733 -5.989170 -0.210773 -0.6 0.5 -0.4
H -1.016831 -7.398677 0.063653 -0.2 -0.2 0.4
H -0.191148 -6.430510 1.380332 -0.5 -0.6 0.3
C 2.284177 5.296095 4.428600 1.2 0.2 -0.2
O 1.899609 4.520676 3.289095 -0.4 0.5 -0.2
C 0.871361 5.210196 2.597828 -0.3 0.1 -0.1
C 0.524811 4.554429 1.262674 0.7 0.2 0.5
N 0.030241 5.561405 0.337321 0.1 -1.5 -0.1
C -0.507005 4.904953 -0.842697 0.2 0.2 -0.4
C -1.018658 5.826897 -1.926716 0.3 0.1 -0.2
O 0.055546 6.315737 -2.714882 -0.2 -0.4 0.3
C -0.435634 7.018197 -3.845392 0.6 -0.2 -0.2
H 1.435192 5.606726 5.035767 0.0 -0.2 0.1
H 2.859045 6.171132 4.106682 -0.4 0.2 -0.2
H 3.025447 4.727511 4.986482 -0.5 -0.3 0.2
H 1.112651 6.263109 2.413530 0.5 0.0 0.0
H 0.000251 5.274123 3.258326 -0.3 -0.2 -0.1
H -0.097915 3.661549 1.352239 -0.6 0.4 0.0
H 1.452016 4.122860 0.846316 0.3 0.1 0.0
H 0.811222 6.168052 0.106849 -0.3 0.4 -0.1
H -1.267136 4.183674 -0.541214 -0.2 0.3 0.2
H 0.262334 4.276439 -1.320963 0.2 0.1 0.1
H -1.548399 6.679145 -1.488907 -0.3 -0.1 0.0
H -1.663323 5.236934 -2.586977 -0.3 0.1 0.1
H -1.022179 7.881005 -3.525715 0.0 0.1 -0.2
H -1.023871 6.387243 -4.520734 -0.3 -0.2 0.3
H 0.445037 7.285521 -4.426731 -0.1 0.4 0.1
C -5.298006 2.267814 -0.764186 -0.6 0.7 0.7
O -5.683910 2.095898 0.398076 0.3 0.1 -0.4
N -3.994772 2.434568 -1.118636 0.2 -0.3 0.0
N -6.174894 2.505900 -1.766345 -0.2 -0.3 -0.3
H -3.275721 2.236660 -0.441068 -0.1 -0.3 0.1
H -3.765165 2.352147 -2.092395 0.2 0.1 0.0
H -7.122702 2.736978 -1.529941 0.0 -0.3 0.0
H -5.848015 2.648305 -2.702312 -0.2 0.2 -0.1
C -0.097322 2.865239 5.977803 0.8 0.3 0.9
O 0.531443 3.647954 6.695523 -0.4 -0.2 -0.7
N -0.074193 2.896640 4.621639 -0.1 0.4 -0.8
N -0.816567 1.843961 6.495975 -0.5 -0.6 0.3
H -0.697023 2.315443 4.047690 0.6 0.4 0.4
H 0.572045 3.544565 4.172383 -0.1 -0.4 0.2
H -1.326517 1.193615 5.919057 -0.2 0.1 0.0
H -0.971799 1.837573 7.488861 0.0 0.1 0.0
C -4.290070 -3.369928 3.126158 0.1 1.3 0.1
O -4.902831 -2.421586 2.629149 0.2 -0.7 -0.2
N -4.857097 -4.195390 4.026271 -0.8 -0.3 0.4
N -2.968247 -3.601073 2.907778 0.2 0.0 -0.2
H -5.737169 -3.881222 4.398976 0.0 -0.2 0.0
H -4.368078 -4.932148 4.496588 0.1 0.0 0.0
H -2.513472 -3.144072 2.140427 -0.1 0.1 0.0
H -2.491201 -4.375065 3.329236 -0.1 -0.2 -0.2
C -4.251793 3.580108 2.989118 -0.2 -0.6 0.3
O -4.492930 2.393353 3.241215 -0.1 0.5 -0.4
N -4.808155 4.291664 1.979198 -0.3 -0.8 0.0
N -3.385469 4.280699 3.752451 0.5 0.4 0.4
H -4.641740 5.272459 1.878810 0.0 0.0 -0.2
H -5.210396 3.701925 1.259465 -0.3 0.3 -0.1
H -2.798106 3.789826 4.400874 -0.2 0.1 0.2
H -3.286982 5.269322 3.624831 0.2 0.1 0.1
C -5.327327 -1.733006 -0.940481 -0.2 0.8 1.9
O -5.881867 -0.937709 -0.163804 0.1 -0.1 -0.5
N -4.004912 -1.688682 -1.206622 0.0 -0.5 -1.1
N -5.991161 -2.768795 -1.490753 -0.3 -0.5 -0.6
H -3.402316 -1.045819 -0.726638 -0.2 0.0 0.2
H -3.645545 -2.519822 -1.709256 0.2 0.5 0.4
H -5.531741 -3.407210 -2.116491 0.0 0.0 0.1
H -6.940637 -2.947241 -1.221836 0.0 0.2 0.0
C -3.892960 -0.853271 6.085613 -0.8 0.7 0.1
O -4.711740 -0.697089 5.183330 0.5 -0.3 0.3
N -2.556403 -1.013232 5.872740 0.2 0.0 -1.2
N -4.240437 -0.811852 7.399305 0.0 -0.1 0.1
H -2.338761 -1.217161 4.906655 0.3 0.0 0.1
H -1.864349 -1.165542 6.580168 -0.1 -0.2 0.2
H -3.515202 -0.805170 8.090549 -0.2 0.0 0.3
H -5.169093 -0.507414 7.630473 0.1 0.0 0.1

Entry 2:
11
Properties=species:S:1:pos:R:3:forces:R:3 method="wB97M-V/def2-TZVPD" orbital_gap_ev="9.27 / 9.27" spin_multiplicity=1 homo_energy_ev="-9.28 / -9.28" de_lowest_kcal_mol=81.19 largest_force_ev_per_a=3.1
C -0.785764 -0.870749 0.059617 0.8 -0.7 -1.4
C 0.462209 -1.096452 -0.390745 -0.9 -0.8 0.7
C -0.966874 0.614175 0.200545 0.6 -0.7 -0.9
N 0.251354 1.009716 -0.504253 -1.3 0.0 -0.3
N 1.103788 0.045015 -0.766414 1.3 2.7 0.6
F 2.219590 0.096625 0.639861 -0.4 -0.2 -0.2
H -1.355793 -1.748137 0.234734 -1.1 0.0 0.7
H 1.121428 -1.942974 -0.318901 -0.5 -0.5 -0.4
H -1.821118 1.293674 -0.071896 0.6 -1.3 0.0
H -0.760902 0.657631 1.236447 -0.1 0.8 1.7
H 0.532081 1.941480 -0.318997 1.1 0.6 -0.6

Entry 3:
62
Properties=species:S:1:pos:R:3:forces:R:3 method="wB97M-V/def2-TZVPD" orbital_gap_ev=7.90 spin_multiplicity=1 charge=+1 homo_energy_ev=-11.86 largest_force_ev_per_a=2.2
C 0.909359 1.932212 3.809953 -0.2 0.3 -0.5
C -0.382725 1.466936 3.120862 0.2 1.2 0.8
N -0.171030 0.889426 1.803203 -0.8 0.1 0.7
C -0.455734 -0.344417 1.415964 2.1 0.3 -0.5
N -1.389278 -1.165753 1.783750 -0.5 -0.3 0.9
Cl -2.526724 -0.788502 2.973754 -0.2 -0.3 -0.1
N 0.414564 -0.620987 0.336322 -1.8 0.0 -1.0
C 0.330840 -1.899265 -0.280529 0.2 -0.4 0.2
F -0.868597 -2.143937 -0.865330 -0.1 0.1 -0.1
F 0.435216 -2.804338 0.719221 0.1 -0.1 0.1
C 1.449078 -2.265621 -1.294759 0.0 -0.9 0.2
F 2.632359 -2.089016 -0.736294 0.0 0.2 -0.2
F 1.341581 -1.589513 -2.432280 0.1 0.2 0.1
F 1.294424 -3.571005 -1.560005 0.0 0.5 -0.1
C 0.453781 0.640826 -0.439084 1.5 -0.1 -0.5
Br 2.348167 1.080991 -0.747544 -0.2 0.3 0.4
P -0.347441 0.833414 -2.155670 -1.6 1.2 -0.8
N -1.500652 1.893157 -2.113987 0.4 -0.6 0.1
C -0.291812 1.625381 0.503858 -0.5 -0.1 -0.4
N -0.031404 3.010661 0.408290 0.3 -0.8 0.4
C 0.935996 3.552835 0.903820 0.5 0.1 0.2
S 2.162053 4.237983 1.529457 0.2 0.5 0.0
H 1.794978 1.592335 3.293022 0.3 -0.3 0.0
H 0.908368 1.637068 4.843933 0.2 -0.4 0.3
H 0.925264 3.008343 3.818594 0.1 0.4 0.0
H -0.870159 0.826092 3.830549 -0.3 -0.7 -0.3
H -1.011467 2.343008 3.044021 -0.3 0.1 -0.2
H -1.492439 -2.079667 1.368997 0.1 -0.2 0.1
H -0.860588 -0.411238 -2.555960 0.5 -0.2 0.3
H 0.673126 1.209482 -3.032819 0.4 -0.6 0.2
H -1.272257 2.678742 -2.709609 -0.2 0.3 0.2
H -1.335273 1.507808 0.226667 -0.3 0.2 -0.3
C 2.901414 -5.244245 -4.388557 -0.1 -0.1 0.0
C 2.763987 -6.405768 -3.394124 0.0 0.0 0.0
C 2.569222 -7.689446 -4.211456 -0.1 0.1 0.3
S 3.391748 -7.409672 -5.787215 0.1 0.0 0.1
O 2.397934 -7.397464 -6.827689 0.0 0.0 0.0
O 4.560589 -8.241562 -5.876614 0.0 0.0 -0.1
C 3.884999 -5.720433 -5.452762 -0.1 0.3 0.2
H 3.250976 -4.333747 -3.902216 0.0 0.0 0.0
H 1.932347 -5.032314 -4.846059 0.0 0.0 0.0
H 3.674895 -6.483013 -2.797681 0.0 0.0 0.0
H 1.934322 -6.251929 -2.705214 0.0 0.0 0.0
H 3.014741 -8.557454 -3.733971 0.0 -0.1 -0.1
H 1.518907 -7.881433 -4.419334 0.0 0.0 -0.1
H 3.846330 -5.145589 -6.374422 0.0 -0.1 -0.1
H 4.904337 -5.746027 -5.069786 0.0 0.0 0.0
C -4.467788 5.602256 2.669924 0.1 0.1 0.1
C -3.454248 6.743458 2.832568 0.0 -0.1 0.0
C -2.678697 6.487717 4.132438 0.0 0.3 -0.2
S -2.690142 4.709684 4.378184 -0.1 0.2 -0.2
O -3.437277 4.400568 5.566311 0.1 -0.2 0.1
O -1.353471 4.181947 4.189680 -0.1 -0.1 0.1
C -3.693825 4.317075 2.947001 -0.2 0.0 -0.2
H -4.911179 5.592296 1.676341 0.0 0.0 0.0
H -5.273749 5.713936 3.397159 0.0 0.0 0.0
H -2.765805 6.742765 1.985489 0.0 0.0 0.0
H -3.941916 7.715380 2.855744 0.0 0.0 0.0
H -1.647992 6.826879 4.075207 0.0 -0.1 0.1
H -3.168270 6.937657 4.993161 0.0 -0.1 0.1
H -4.328475 3.463743 3.176141 0.1 0.0 0.1
H -3.019313 4.076925 2.123468 0.0 0.0 0.0